No. 1
{
  "formula": "C4H10IN2S",
  "method": "ωB97M-V/def2-TZVPD",
  "elements": ["C", "C", "C", "C", "N", "N", "S", "I", "H", "H", "H", "H", "H", "H", "H", "H", "H", "H"],
  "positions_angstrom": [[-0.718, -1.014, -0.112], [-1.248, 0.398, -0.460], [-0.482, -0.385, -1.373], [0.133, -1.342, 1.056], [-0.751, 1.467, 0.349], [1.633, 0.656, -1.416], [-2.969, 0.607, -1.158], [-0.625, -0.977, -3.295], [-1.477, -1.858, -0.140], [-0.444, -1.537, 2.071], [0.872, -0.633, 1.455], [0.792, -2.166, 0.874], [-0.556, 2.318, -0.201], [-1.523, 1.667, 0.853], [1.446, 1.349, -2.191], [2.528, 0.300, -1.739], [1.725, 1.184, -0.529], [-2.968, 1.912, -1.379]],
  "nbo_charge": [-0.3434, -0.0974, 0.1453, -0.6294, -0.7893, -0.9537, 0.0359, 0.4761, 0.2846, 0.2623, 0.2462, 0.2516, 0.3760, 0.3803, 0.3901, 0.4073, 0.4088, 0.1486],
  "lumo_energy_ev": -5.64,
  "charge": 1,
  "homo_ev": -13.26
}



No. 2
{
  "formula": "C4H4NO3",
  "method": "ωB97M-V/def2-TZVPD",
  "elements": ["C", "C", "C", "C", "N", "O", "O", "O", "H", "H", "H", "H"],
  "positions_angstrom": [[0.329, -0.867, -0.108], [2.703, 0.347, -0.051], [-1.670, 0.845, 0.057], [-0.910, -1.382, -0.027], [1.354, -0.381, 0.286], [2.558, 1.539, -0.004], [3.641, -0.439, -0.104], [-2.052, -0.575, -0.065], [-1.434, 1.189, 1.002], [-2.525, 1.443, -0.295], [-0.843, 0.792, -0.550], [-1.151, -2.510, -0.139]],
  "nbo_charge": [0.2459, 0.8991, -0.2425, -0.1711, -0.4677, -0.7157, -0.7298, -0.5397, 0.1711, 0.1666, 0.1925, 0.1912],
  "lumo_energy_ev": 3.74,
  "smiles": "COC=C=NC(=O)[O-]",
  "charge": -1,
  "homo_ev": -3.29
}



No. 3
{
  "formula": "C17H18BrNO2",
  "method": "ωB97M-V/def2-TZVPD",
  "elements": ["O", "C", "N", "H", "C", "C", "C", "C", "C", "O", "H", "H", "H", "H", "H", "C", "C", "C", "C", "C", "C", "C", "H", "H", "Br", "H", "H", "C", "C", "C", "H", "H", "C", "H", "H", "H", "H", "H", "H"],
  "positions_angstrom": [[0.096, -2.024, -1.508], [-0.468, -1.469, -0.737], [-0.237, -1.856, 0.583], [-0.607, -1.047, 1.272], [0.958, -2.278, 0.904], [2.019, -1.321, 1.462], [3.036, -0.840, 0.851], [3.811, 0.060, 1.384], [3.042, 0.210, 2.529], [1.886, -0.681, 2.517], [3.134, 0.730, 3.524], [4.764, 0.623, 1.215], [3.429, -1.238, -0.390], [1.316, -3.141, 0.331], [0.793, -2.980, 1.870], [-1.309, -0.081, -0.759], [-0.571, 1.048, -0.278], [-0.783, 1.565, 1.051], [0.159, 2.249, 1.524], [1.298, 2.698, 1.088], [1.718, 2.224, -0.329], [0.806, 1.294, -0.657], [1.062, 0.772, -1.734], [2.542, 2.440, -0.565], [2.768, 3.780, 1.674], [-0.144, 2.749, 2.515], [-1.753, 1.386, 1.430], [-2.591, -0.506, -0.287], [-3.456, -0.968, -1.310], [-3.078, -0.225, -2.616], [-3.074, -0.860, -3.592], [-3.488, 0.743, -2.787], [-1.521, 0.013, -2.383], [-1.295, 1.193, -2.750], [-0.898, -0.561, -2.953], [-4.445, -1.222, -1.201], [-3.009, -2.088, -1.679], [-2.806, -0.976, 0.848], [-3.106, 0.587, -0.054]],
  "nbo_charge": [-0.5460, 0.7512, -0.6573, 0.3748, -0.2475, 0.2408, -0.2504, -0.3183, 0.0411, -0.3964, 0.2142, 0.2638, 0.1713, 0.2545, 0.1782, -0.2274, -0.0173, -0.1866, -0.3368, -0.0076, -0.1729, -0.1150, 0.1977, 0.1733, 0.0632, 0.2184, 0.2230, -0.3954, -0.3984, -0.4132, 0.2189, 0.2038, -0.3494, 0.1974, 0.2193, 0.2337, 0.1632, 0.2499, 0.1838],
  "lumo_energy_ev": 0.18,
  "homo_ev": -8.43
}



No. 4
{
  "formula": "C16H16FeO6",
  "method": "ωB97M-V/def2-TZVPD",
  "elements": ["C", "C", "C", "C", "C", "C", "O", "C", "O", "O", "H", "H", "H", "H", "H", "H", "H", "H", "H", "O", "C", "Fe", "C", "O", "C", "O", "C", "C", "C", "C", "C", "C", "H", "H", "H", "H", "H", "H", "H"],
  "positions_angstrom": [[-3.041, -1.939, 1.417], [-2.475, -0.783, 0.636], [-2.000, -0.946, -0.742], [-1.951, 0.252, -1.613], [-2.093, -0.036, -3.111], [-1.298, -1.272, -3.429], [-1.805, -2.410, -2.679], [-2.189, -2.253, -1.393], [-2.719, -3.237, -0.850], [-2.464, 0.335, 1.194], [-3.127, -2.812, 0.757], [-2.400, -2.168, 2.278], [-4.028, -1.642, 1.792], [-2.769, 0.918, -1.306], [-1.009, 0.802, -1.461], [-3.154, -0.155, -3.374], [-1.713, 0.815, -3.688], [-1.374, -1.558, -4.484], [-0.242, -1.123, -3.157], [3.486, 2.619, -1.225], [3.258, 1.989, -0.270], [2.960, 1.007, 1.151], [4.142, -0.244, 0.551], [5.079, -0.767, 0.105], [4.224, 1.888, 1.956], [5.227, 2.402, 2.249], [0.636, 0.076, 0.327], [0.261, 1.484, 0.595], [1.282, 2.084, 1.525], [1.570, 1.352, 2.708], [1.666, -0.038, 2.562], [1.376, -0.605, 1.285], [0.434, -0.348, -0.660], [0.158, 2.077, -0.327], [-0.759, 1.544, 1.050], [1.396, 3.172, 1.488], [1.833, 1.867, 3.636], [1.991, -0.682, 3.382], [1.630, -1.665, 1.126]],
  "nbo_charge": [-0.7457, 0.5053, -0.0112, -0.4820, -0.4285, -0.0725, -0.4835, 0.7076, -0.5485, -0.5351, 0.2803, 0.2381, 0.2371, 0.2565, 0.2442, 0.2174, 0.2295, 0.2117, 0.1792, -0.4993, 0.5485, 0.0389, 0.5030, -0.4709, 0.5469, -0.5004, -0.1447, -0.5237, -0.3163, -0.2105, -0.3313, -0.2820, 0.2023, 0.2171, 0.2719, 0.2334, 0.2401, 0.2386, 0.2384],
  "lumo_energy_ev": [0.36, -2.51],
  "multiplicity": 5,
  "homo_ev": [-6.02, -8.67]
}



Record-wise largest force on an atom values, in eV Å⁻¹: 4.20 3.94 17.14 5.35
Record-wise relative energy (zero: lowest compared OMol25 entry of this formula, charge and spin) values, in eV: 2.628 2.612 12.767 0.838